1.
C25H55NO2PdSi2 | the ωB97M-V functional and the def2-TZVPD basis

CARTESIAN COORDINATES (ANGSTROEM)
O -1.32391 -2.56539 -1.51633
O -2.83469 -1.80157 -3.15674
C -0.13691 -3.31442 -1.99550
C 1.03016 -3.15236 -1.05854
H 0.08569 -2.91526 -2.99427
H -0.43300 -4.37335 -2.09446
H 1.40596 -2.12604 -1.06435
H 1.84199 -3.80114 -1.40022
H 0.77198 -3.43361 -0.03148
C -1.92636 -3.17822 -0.31609
C -3.36245 -3.53630 -0.57058
H -1.79940 -2.44768 0.49503
H -1.33192 -4.06576 -0.05540
H -3.99580 -2.67819 -0.81334
H -3.74810 -3.97379 0.36370
H -3.46175 -4.28557 -1.36769
C -3.51947 -0.58303 -2.64586
C -2.22205 -1.72497 -4.50176
C -3.15719 -0.19632 -1.23607
H -4.57086 -0.82650 -2.78328
H -3.25081 0.22111 -3.33573
H -2.96087 -1.03661 -0.56583
H -3.98565 0.38153 -0.80997
H -2.28183 0.46168 -1.21547
C -2.75159 -2.85657 -5.34058
H -1.13270 -1.77114 -4.36705
H -2.49851 -0.74280 -4.90307
H -2.47743 -3.84052 -4.95501
H -2.35322 -2.76629 -6.35133
H -3.83928 -2.81940 -5.41571
H -2.22226 -2.26570 -2.43429
Pd 0.94343 0.73196 1.56789
C 0.64230 1.21424 -0.25337
Si 1.22598 2.04130 -1.85031
H -0.44050 1.45632 -0.30812
H 0.64856 0.11413 -0.49883
C 2.20102 0.73099 -2.77061
C 2.05710 3.63004 -1.43531
C -0.36696 2.29921 -2.84015
C 2.92209 0.20075 1.17667
Si 4.01424 1.52906 1.93661
H 2.99158 0.12452 0.07955
H 3.02631 -0.81181 1.60340
C 5.05335 2.36421 0.59890
C 5.16332 0.66469 3.15508
C 3.01946 2.86596 2.81329
H -0.26533 3.19570 -3.46964
H -1.26305 2.42350 -2.21092
H -0.54750 1.43889 -3.50057
H 3.17073 0.51116 -2.31257
H 2.37231 1.08219 -3.79619
H 1.63992 -0.21327 -2.83108
H 1.97111 3.79891 -0.35245
H 1.59540 4.48812 -1.94674
H 3.12151 3.60714 -1.70505
H 5.27173 -0.39652 2.89184
H 4.78733 0.72520 4.18487
H 6.16125 1.12318 3.12662
H 3.06548 2.72049 3.90192
H 1.95467 2.88917 2.52096
H 3.44705 3.85398 2.58445
H 5.97599 2.76057 1.04916
H 4.53337 3.19709 0.10559
H 5.34528 1.63866 -0.17264
C 0.51566 0.54131 4.53337
N 0.27311 -0.34966 3.37980
C 0.99689 -1.62172 3.54626
C -1.20414 -0.55597 3.22324
C -1.78679 0.70991 2.66932
C -3.15879 1.02368 2.76923
C -3.62299 2.23104 2.24012
C -2.73457 3.12098 1.63105
C -1.36669 2.79715 1.53978
C -0.92976 1.57149 2.02228
H 1.59867 0.70290 4.64479
H 0.12160 0.07639 5.45332
H 0.01699 1.50454 4.37323
H 0.65711 -2.13981 4.45788
H 0.80223 -2.25894 2.67654
H 2.07369 -1.42139 3.61803
H -1.36347 -1.42333 2.55799
H -1.64340 -0.81429 4.20428
H -3.82088 0.32053 3.27897
H -4.67665 2.48015 2.30321
H -3.08504 4.06323 1.22441
H -0.65908 3.45619 1.04789

Computed properties:
* E_HOMO (spin up / spin down): -2.4 / -5.8 eV
* expectation value of S²: 2.009
* 2S+1: 3
* orbital gap (spin up / spin down): 2.24 / 5.57 eV
* LUMO energy (spin up / spin down): -0.198 / -0.208 eV

***

2.
C25H55NO2PdSi2 | the ωB97M-V functional and the def2-TZVPD basis

CARTESIAN COORDINATES (ANGSTROEM)
O 0.28829 2.33177 -0.43960
O -1.15792 2.06939 -2.79203
C 0.03938 2.50595 0.95001
C 1.17118 2.25197 1.91598
H -0.83258 1.88635 1.22317
H -0.29537 3.55439 1.03761
H 1.64701 1.26127 1.75805
H 0.75215 2.26047 2.92837
H 1.92343 3.05351 1.83844
C 1.60405 1.96825 -0.91683
C 2.09812 3.06241 -1.84272
H 1.52273 0.98474 -1.43162
H 2.32007 1.85382 -0.09302
H 1.56043 3.07832 -2.80756
H 3.16085 2.91596 -2.06608
H 1.98300 4.04080 -1.35147
C -1.10002 1.45848 -4.08687
C -1.63826 3.42035 -2.77808
C 0.32333 1.23707 -4.55020
H -1.66244 2.07815 -4.80433
H -1.61085 0.48524 -4.02852
H 0.83060 2.19832 -4.70001
H 0.29926 0.70718 -5.50965
H 0.89520 0.62594 -3.84062
C -0.84443 4.39370 -3.61784
H -1.61935 3.73845 -1.72554
H -2.68309 3.40307 -3.11890
H 0.21005 4.41274 -3.32493
H -1.25335 5.39920 -3.45927
H -0.94485 4.16264 -4.68571
H -0.81458 0.86957 -0.80021
Pd 0.67610 -1.92701 1.36970
C -1.44924 -0.06337 -0.84758
Si -3.28819 0.39128 -1.02585
H -1.10299 -0.62492 -1.72824
H -1.24320 -0.67410 0.04651
C -3.65953 2.01600 -0.17229
C -4.22186 -1.06434 -0.28511
C -3.97631 0.42155 -2.77716
C -0.56780 -0.92939 2.55317
Si -0.96072 -2.35892 3.74585
H -1.44599 -0.50330 2.03938
H 0.02129 -0.08479 2.97411
C -2.78356 -2.70758 3.44752
C -0.65592 -1.61373 5.44310
C 0.03238 -3.94901 3.57258
H -5.06551 0.61147 -2.72740
H -3.84215 -0.56899 -3.23079
H -3.53711 1.17058 -3.44394
H -3.52925 1.92607 0.91363
H -4.71004 2.27209 -0.37373
H -3.03840 2.84854 -0.52473
H -3.74729 -1.43183 0.63209
H -4.24237 -1.88328 -1.01920
H -5.26046 -0.78843 -0.05885
H -0.91316 -0.54488 5.41484
H 0.39562 -1.71761 5.74360
H -1.29316 -2.11375 6.18595
H 0.84141 -3.98354 4.31472
H 0.46939 -4.08543 2.56429
H -0.64274 -4.79700 3.75202
H -3.17665 -3.41435 4.19392
H -2.93021 -3.12956 2.44274
H -3.33972 -1.76142 3.52323
C 3.29822 -3.42045 2.06056
N 2.77510 -2.03715 2.12390
C 2.83264 -1.49351 3.48730
C 3.55644 -1.16927 1.19383
C 3.11866 -1.49793 -0.19054
C 3.97105 -1.42537 -1.31051
C 3.44936 -1.64869 -2.58228
C 2.09903 -1.96602 -2.74334
C 1.25549 -2.06988 -1.61398
C 1.79420 -1.84550 -0.35853
H 2.92889 -3.98565 2.92477
H 4.39744 -3.38684 2.10587
H 2.99538 -3.92717 1.13452
H 3.87171 -1.48612 3.84653
H 2.45789 -0.46138 3.46501
H 2.20523 -2.08766 4.15608
H 3.34103 -0.11353 1.44259
H 4.63371 -1.32830 1.35215
H 5.02861 -1.21148 -1.14701
H 4.10678 -1.56475 -3.44876
H 1.68879 -2.14444 -3.73759
H 0.20966 -2.33545 -1.69868

Computed properties:
* E_HOMO (spin up / spin down): -7.0 / -8.5 eV
* expectation value of S²: 2.006
* 2S+1: 3
* orbital gap (spin up / spin down): 7.65 / 7.96 eV
* LUMO energy (spin up / spin down): 0.653 / -0.504 eV

***

Stability summary - winner: 2; margin: 5.374 eV.

***

1.
CH2FNO2 | the ωB97M-V functional and the def2-TZVPD basis

CARTESIAN COORDINATES (ANGSTROEM)
C 2.45309 -0.28502 0.01100
N 1.50925 0.11424 -0.52054
O 0.60964 0.49296 -1.15558
H 3.32955 -0.45535 0.43596
O -2.51870 0.16817 0.88887
F -3.29040 -0.76707 0.27075
H -2.09243 0.73208 0.06955

Computed properties:
* structure (SMILES): C#[N+][O-].OF
* E_HOMO: -10.4 eV
* orbital gap: 11.22 eV
* LUMO energy: 0.777 eV

***

2.
CH2FNO2 | the ωB97M-V functional and the def2-TZVPD basis

CARTESIAN COORDINATES (ANGSTROEM)
C 2.00067 0.31697 -0.03927
N -1.37140 -0.47933 0.42293
O 1.05973 1.22744 0.22282
O -1.16057 -0.00708 -0.62471
F 1.44024 -0.77559 -0.34762
H -2.12219 -1.17146 0.32002
H 0.15353 0.88903 0.04585

Computed properties:
* E_HOMO: -9.7 eV
* orbital gap: 8.54 eV
* LUMO energy: -1.145 eV

***

Stability summary - winner: 2; margin: 2.221 eV.

***

1.
C6H10N | the ωB97M-V functional and the def2-TZVPD basis

CARTESIAN COORDINATES (ANGSTROEM)
C 1.06248 0.02916 1.15349
C 0.45118 1.12484 0.43862
C -0.43099 -0.04312 -0.10463
C 0.29972 -0.94921 -0.90116
C -0.24325 2.30146 1.07572
C -0.45428 -2.21816 -1.44146
N 0.57856 -1.03029 0.50230
H 1.55348 0.06043 2.04407
H 1.12231 1.28061 -0.34000
H -1.46941 -0.12559 0.25880
H 1.04857 -0.71081 -1.65333
H 0.12524 3.40235 0.99518
H -0.39956 2.01362 2.14127
H -1.24485 2.39484 0.65349
H 0.15566 -2.92505 -2.00359
H -1.18914 -1.86895 -2.17323
H -0.96572 -2.73614 -0.64555

Computed properties:
* E_HOMO (spin up / spin down): -12.5 / -16.6 eV
* expectation value of S²: 2.006
* net charge: +1
* 2S+1: 3
* orbital gap (spin up / spin down): 9.72 / 7.89 eV
* LUMO energy (spin up / spin down): -2.817 / -8.685 eV

***

2.
C6H10N | the ωB97M-V functional and the def2-TZVPD basis

CARTESIAN COORDINATES (ANGSTROEM)
C 0.03724 -0.80640 -2.34758
C -0.54955 0.23741 -2.06679
C -0.81526 1.12021 -0.98080
C -0.28474 0.47737 0.31210
C -0.57216 1.23811 1.50135
C 1.11971 -1.51779 0.97739
N 0.41872 -0.55684 0.18542
H 0.44827 -1.31528 -3.13332
H -0.28490 2.07838 -1.27351
H -1.98261 1.25732 -0.88571
H -1.28578 1.96099 1.25688
H 0.29505 1.72764 1.96633
H -0.91458 0.48949 2.30002
H 1.01087 -1.21823 2.07680
H 0.84626 -2.49560 0.92927
H 2.15778 -1.39505 0.52080
H 0.35569 -1.28173 -1.33866

Computed properties:
* E_HOMO (spin up / spin down): -12.0 / -14.6 eV
* expectation value of S²: 2.013
* net charge: +1
* 2S+1: 3
* orbital gap (spin up / spin down): 7.82 / 6.90 eV
* LUMO energy (spin up / spin down): -4.163 / -7.657 eV

***

3.
C6H10N | the ωB97M-V functional and the def2-TZVPD basis

CARTESIAN COORDINATES (ANGSTROEM)
C 0.69826 -0.20832 -1.28127
C 1.48527 -0.44252 -2.25291
C -0.16718 0.84194 -0.70256
C 0.60431 2.12450 0.03681
C 0.46633 -0.79459 1.26597
C -1.29536 -1.34076 -0.26162
N -0.18734 -0.48726 -0.11189
H -1.00596 1.05300 -1.26767
H 0.03470 2.27357 0.90109
H 0.45332 2.86147 -0.73467
H 1.77816 1.87402 0.23170
H 0.02394 -0.30840 2.13555
H 0.49371 -1.85418 1.50122
H 1.48040 -0.57509 1.33429
H -2.03703 -1.35044 0.46270
H -1.91260 -1.26045 -1.14195
H -0.91293 -2.40649 -0.11479

Computed properties:
* E_HOMO (spin up / spin down): -13.6 / -15.2 eV
* expectation value of S²: 2.044
* net charge: +1
* 2S+1: 3
* orbital gap (spin up / spin down): 10.34 / 7.93 eV
* LUMO energy (spin up / spin down): -3.243 / -7.283 eV

***

Stability summary - winner: 2; margin: 0.341 eV.

***

1.
C2H9N4 | the ωB97M-V functional and the def2-TZVPD basis

CARTESIAN COORDINATES (ANGSTROEM)
C -1.40195 1.49993 -0.22175
C 0.68453 0.81293 -0.59158
N -0.21087 1.56557 0.04581
N 1.71666 1.50198 -1.19736
N 0.78509 -0.44516 -0.23952
N -0.75473 -2.03598 1.29665
H -2.16628 2.14410 0.29787
H -1.73355 0.88834 -1.00446
H 2.54509 1.00739 -1.34292
H 1.85078 2.50063 -0.90213
H 0.03832 -0.88986 0.33156
H 1.39181 -1.14958 -0.81796
H -0.04064 -2.87228 1.27497
H -1.61458 -2.39123 0.83191
H -1.08969 -2.13678 2.23891

Computed properties:
* E_HOMO: -15.1 eV
* net charge: +1
* orbital gap: 11.31 eV
* LUMO energy: -3.842 eV

***

2.
C2H9N4 | the ωB97M-V functional and the def2-TZVPD basis

CARTESIAN COORDINATES (ANGSTROEM)
H 2.02711 -0.91314 0.78160
N 1.72158 -1.24738 -0.07070
N 0.49445 -1.38377 -0.36181
C -0.67100 -0.33973 0.35228
N -2.09425 -0.44741 0.07665
C -0.08314 0.99339 -0.13899
N 1.35936 1.04655 -0.01303
H 0.27018 -1.65612 -1.30585
H -0.49369 -0.50902 1.34584
H -2.39277 -1.35386 0.35670
H -2.56674 -0.10535 -0.78966
H -0.23586 1.19015 -1.16841
H -0.66918 1.59308 0.53993
H 1.48029 1.38784 0.94125
H 1.85367 1.74477 -0.54579

Computed properties:
* structure (SMILES): [H]/N=[NH+]\[C@H](N)CN
* E_HOMO: -14.7 eV
* net charge: +1
* orbital gap: 9.53 eV
* LUMO energy: -5.164 eV

***

Stability summary - winner: 1; margin: 2.806 eV.

***

1.
C2H9N4 | the ωB97M-V functional and the def2-TZVPD basis

CARTESIAN COORDINATES (ANGSTROEM)
C -1.48439 0.20177 -1.48481
N -1.04958 0.51017 -0.16184
N 0.67134 0.89767 -0.07545
N 1.48371 -0.28638 0.00182
C 1.34901 -0.91322 1.16819
N 0.41466 -0.51387 2.01035
H -0.59172 0.33475 -2.18277
H -1.78602 -0.77743 -1.56952
H -2.28974 0.94934 -1.76661
H -1.39297 1.51743 0.03870
H 0.63863 1.29402 -0.96755
H 2.23461 -0.44700 -0.64129
H 1.88391 -1.86492 1.14673
H 0.07374 -1.13689 2.73618
H -0.15519 0.23457 1.74787

Computed properties:
* structure (SMILES): CNN/[NH+]=C\N
* E_HOMO: -14.0 eV
* net charge: +1
* orbital gap: 10.06 eV
* LUMO energy: -3.959 eV

***

2.
C2H9N4 | the ωB97M-V functional and the def2-TZVPD basis

CARTESIAN COORDINATES (ANGSTROEM)
C -0.88351 -1.21523 -0.33594
C 1.01323 1.62813 1.05505
N -2.20626 -1.54682 -0.46310
N 0.00201 -2.10312 0.12094
N 1.82291 2.22660 0.26413
N -0.44893 -0.08464 -0.68382
H 0.25404 2.42478 1.43180
H 0.85190 0.66537 1.39105
H -2.45736 -2.45369 -0.71020
H -2.65894 -0.77699 -1.02757
H -0.45395 -2.93183 0.48539
H 0.93369 -2.15337 -0.28844
H 1.48783 3.16260 -0.02734
H 2.58260 1.87015 -0.44776
H -1.20722 0.61117 -0.81854

Computed properties:
* E_HOMO: -12.6 eV
* net charge: +1
* orbital gap: 7.76 eV
* LUMO energy: -4.817 eV

***

Stability summary - winner: 2; margin: 1.899 eV.